86
Properties=species:S:1:pos:R:3 method="wB97M-V/def2-TZVPD" spin_multiplicity=1 smiles="C[C@H](F)[C@]1(S(=O)(=O)F)OC(=O)O[C@@H]1CB(O)O.COC(=O)OC.COC(=O)OC.COC(=O)OC.COC(=O)OC.COC(=O)OC" max_force_ev_per_a=0.726 e_lumo_ha=0.0067 charge=0
C -6.44 2.87 -9.20
C -7.11 4.00 -8.44
F -7.80 4.75 -9.37
C -6.15 4.97 -7.73
S -7.09 6.44 -7.21
O -8.42 6.04 -6.97
O -6.35 7.12 -6.20
F -7.03 7.31 -8.49
O -5.05 5.27 -8.57
C -3.97 4.54 -8.13
O -2.87 4.68 -8.52
O -4.39 3.66 -7.18
C -5.41 4.43 -6.50
C -6.13 3.72 -5.38
B -5.30 3.82 -4.02
O -5.39 4.97 -3.26
O -4.53 2.79 -3.56
H -5.72 3.25 -9.92
H -7.22 2.36 -9.76
H -5.98 2.15 -8.53
H -7.82 3.60 -7.72
H -4.87 5.30 -6.11
H -7.07 4.26 -5.21
H -6.37 2.69 -5.66
H -4.66 5.59 -3.38
H -4.65 2.00 -4.09
C -3.31 1.02 -0.94
O -1.98 0.50 -0.92
C -1.69 -0.28 -1.95
O -2.44 -0.55 -2.86
O -0.44 -0.72 -1.82
C -0.01 -1.58 -2.88
H -3.41 1.64 -0.05
H -3.46 1.63 -1.83
H -4.04 0.21 -0.90
H -0.03 -1.06 -3.84
H -0.62 -2.48 -2.93
H 1.02 -1.86 -2.65
C -0.08 -3.44 1.21
O 1.25 -3.98 1.23
C 1.53 -4.77 0.19
O 0.78 -5.04 -0.71
O 2.78 -5.20 0.33
C 3.23 -6.06 -0.73
H -0.18 -2.82 2.11
H -0.22 -2.82 0.33
H -0.82 -4.23 1.24
H 3.20 -5.54 -1.68
H 2.61 -6.96 -0.77
H 4.25 -6.33 -0.49
C 6.27 -3.25 1.28
O 7.60 -3.79 1.31
C 7.89 -4.58 0.28
O 7.14 -4.86 -0.63
O 9.14 -5.01 0.42
C 9.59 -5.88 -0.63
H 6.18 -2.64 2.17
H 6.12 -2.64 0.40
H 5.53 -4.05 1.31
H 9.56 -5.37 -1.59
H 8.97 -6.77 -0.67
H 10.61 -6.14 -0.38
C -0.19 0.36 6.74
O 1.14 -0.17 6.79
C 1.44 -0.96 5.75
O 0.70 -1.23 4.84
O 2.69 -1.39 5.89
C 3.14 -2.25 4.84
H -0.29 0.97 7.64
H -0.33 0.97 5.85
H -0.92 -0.45 6.76
H 3.11 -1.73 3.89
H 2.52 -3.15 4.79
H 4.16 -2.52 5.09
C 4.21 2.17 12.74
O 4.62 1.37 11.62
C 3.69 1.22 10.69
O 2.57 1.68 10.73
O 4.19 0.47 9.71
C 3.27 0.22 8.63
H 5.07 2.20 13.41
H 3.95 3.17 12.42
H 3.37 1.71 13.25
H 2.98 1.16 8.17
H 2.39 -0.31 8.99
H 3.81 -0.39 7.92



32
Properties=species:S:1:pos:R:3 method="wB97M-V/def2-TZVPD" spin_multiplicity=3 s_squared=2.088 relative_energy_kcal_mol=22.6 max_force_ev_per_a=9.219 e_lumo_ha="-0.4187 / -0.4137" charge=+2
I 0.01 -1.32 -2.74
I 0.00 1.76 -3.28
V 0.00 -0.23 -0.38
P -2.22 0.19 0.17
C -3.01 -0.02 -1.46
C -3.00 -1.13 1.13
H -4.09 -1.02 1.01
H -4.01 1.70 0.97
H -2.66 -1.11 2.18
H -2.36 1.95 1.80
H -2.52 -0.91 -1.89
H -2.71 -2.12 0.74
C -2.90 1.72 0.87
H -4.10 -0.12 -1.45
H -2.66 2.50 0.14
H -2.66 0.86 -2.02
P 2.23 0.18 0.18
C 3.02 -0.03 -1.44
C 2.91 1.70 0.89
H 2.64 -1.13 2.20
H 4.08 -1.04 1.04
H 2.69 -2.13 0.76
C 2.98 -1.15 1.15
H 2.36 1.94 1.82
H 4.02 1.68 1.01
H 4.11 -0.14 -1.42
H 2.68 0.85 -2.00
H 2.67 2.49 0.17
H 2.53 -0.92 -1.87
Cl -0.01 0.31 2.09
O -0.01 -3.25 -0.22
C 0.00 -2.07 -0.16



56
Properties=species:S:1:pos:R:3 method="wB97M-V/def2-TZVPD" spin_multiplicity=1 relative_energy_kcal_mol=110.9 max_force_ev_per_a=2.162 e_lumo_ha=-0.0084 charge=0
N -2.57 1.66 0.26
C -1.26 1.23 0.80
C -0.04 1.91 0.09
N 1.05 0.92 -0.24
C 3.56 1.30 -0.20
C 2.21 1.47 -0.95
C 2.13 2.93 -1.33
O 1.89 3.28 -2.46
H -2.72 1.30 -0.68
H -2.56 2.68 0.21
H -1.35 1.43 1.86
H -1.21 0.17 0.55
H -0.39 2.14 -0.91
H 0.46 2.67 0.69
H 1.38 0.41 0.57
H 3.76 0.24 -0.25
H 4.37 1.82 -0.71
H 3.40 1.64 0.83
H 2.31 0.92 -1.89
H 2.30 3.69 -0.55
H 3.68 -1.37 1.05
H 3.22 -1.15 2.43
O 4.02 -1.08 1.91
H -4.47 0.21 -1.81
H -3.76 0.71 -3.06
O -3.61 0.50 -2.13
H 0.95 3.89 3.23
H -0.10 3.06 2.56
O 0.41 3.12 3.37
H -0.29 -0.03 -1.43
H -1.63 -0.28 -2.13
O -0.92 -0.72 -1.63
H 1.87 -0.77 -4.38
H 0.67 -0.17 -3.64
O 1.59 -0.02 -3.86
H -0.46 -2.09 0.69
H -0.04 -0.78 1.15
O 0.23 -1.70 1.23
H -2.24 -3.30 1.48
H -2.16 -3.68 3.02
O -1.98 -3.00 2.37
H -3.96 0.20 0.94
H -4.92 -0.58 1.84
O -4.58 -0.54 0.95
H -3.12 -1.66 0.06
H -1.91 -1.89 -0.70
O -2.57 -2.39 -0.20
H 1.49 -3.16 -0.06
H 2.79 -3.94 0.18
O 2.32 -3.14 0.42
H 1.11 -0.88 3.22
H 1.20 0.69 3.30
O 1.47 -0.13 3.71
H -0.90 -3.12 -3.47
H -0.05 -1.97 -2.80
O -0.08 -2.63 -3.49



116
Properties=species:S:1:pos:R:3 method="wB97M-V/def2-TZVPD" spin_multiplicity=1 max_force_ev_per_a=3.734 e_lumo_ha=0.0166 charge=0
O -4.15 2.18 0.86
C -5.17 1.57 1.15
O -5.10 0.50 2.00
C -3.86 -0.08 2.39
C -4.18 -1.07 3.48
C -6.61 1.76 0.71
H -3.18 0.67 2.70
H -3.44 -0.66 1.56
H -3.29 -1.66 3.67
H -5.02 -1.69 3.36
H -4.29 -0.51 4.39
H -6.93 0.71 0.48
H -6.70 2.25 -0.25
H -7.24 2.09 1.52
O -5.01 -0.51 -0.98
C -4.63 -1.52 -1.54
O -3.49 -1.66 -2.11
C -2.45 -0.62 -1.84
C -2.51 0.35 -3.03
C -5.49 -2.74 -1.59
H -1.52 -1.13 -1.79
H -2.58 -0.09 -0.88
H -1.69 1.02 -3.11
H -3.52 0.87 -3.02
H -2.55 -0.26 -3.88
H -6.45 -2.59 -2.07
H -5.79 -3.02 -0.56
H -4.89 -3.55 -2.13
O 0.23 -0.87 -4.39
C 1.29 -1.33 -4.06
O 2.45 -0.71 -4.21
C 2.56 0.62 -4.66
C 4.01 0.85 -4.79
C 1.47 -2.74 -3.60
H 2.10 1.28 -3.93
H 2.06 0.73 -5.67
H 4.42 0.11 -5.48
H 4.45 0.77 -3.79
H 4.10 1.84 -5.16
H 2.02 -3.24 -4.44
H 0.56 -3.26 -3.45
H 2.01 -2.85 -2.65
O -0.74 -3.06 0.66
C -0.74 -4.07 1.41
O -1.79 -4.89 1.66
C -3.01 -4.52 1.02
C -3.22 -5.46 -0.17
C 0.54 -4.51 2.06
H -2.87 -3.52 0.70
H -3.74 -4.59 1.71
H -3.15 -6.48 0.11
H -2.54 -5.27 -1.02
H -4.25 -5.31 -0.54
H 0.54 -5.56 2.51
H 0.84 -3.73 2.82
H 1.28 -4.62 1.32
C -0.07 2.27 2.36
O 1.26 2.58 2.10
H -0.67 3.07 2.79
H -0.57 1.89 1.42
H -0.19 1.55 3.17
H 1.71 1.81 2.48
C 1.80 -0.14 -0.28
O 1.53 -1.19 0.61
H 2.76 0.26 -0.10
H 1.75 -0.57 -1.28
H 1.10 0.68 -0.28
H 0.64 -1.68 0.49
C 0.50 3.93 -3.52
O 1.27 3.31 -2.46
H -0.54 3.97 -3.20
H 1.03 4.87 -3.70
H 0.59 3.34 -4.43
H 0.78 3.44 -1.59
C 2.85 -0.80 4.05
O 2.08 -0.17 3.02
H 3.83 -0.38 4.12
H 2.38 -0.65 5.02
H 2.98 -1.83 3.75
H 2.02 -0.75 2.28
C -3.36 4.80 -0.90
O -2.68 4.14 0.16
H -2.89 5.71 -1.08
H -3.22 4.20 -1.81
H -4.41 4.92 -0.78
H -3.34 3.49 0.47
C 3.90 2.93 -0.52
O 4.28 2.02 0.55
H 4.05 2.37 -1.41
H 2.84 3.23 -0.53
H 4.65 3.70 -0.45
H 4.18 2.46 1.36
C 5.08 -1.97 0.53
O 3.93 -2.78 0.61
H 5.23 -1.65 -0.51
H 5.02 -1.08 1.21
H 6.01 -2.56 0.83
H 3.15 -2.24 0.47
C 0.52 5.45 0.25
O -0.28 4.60 -0.56
H 1.41 5.83 -0.26
H -0.09 6.36 0.42
H 0.86 5.04 1.18
H -1.05 4.34 -0.02
C 3.43 5.27 3.44
O 3.31 4.01 2.87
H 3.41 6.15 2.74
H 2.59 5.42 4.17
H 4.30 5.22 4.08
H 2.47 3.83 2.45
C 4.62 -6.71 1.79
O 4.05 -5.55 2.31
H 4.63 -7.40 2.64
H 3.87 -7.00 1.08
H 5.59 -6.66 1.41
H 3.98 -4.95 1.51



8
Properties=species:S:1:pos:R:3 method="wB97M-V/def2-TZVPD" spin_multiplicity=1 relative_energy_kcal_mol=83.6 max_force_ev_per_a=4.106 e_lumo_ha=-0.0176 charge=0
C 1.25 0.65 0.13
C 0.00 0.25 -0.04
C -1.31 -0.05 -0.05
C 2.20 -0.34 -0.08
H 1.63 1.74 -0.13
H -2.08 -0.55 -0.65
H -1.79 0.51 0.87
H 1.76 -1.29 0.28



107
Properties=species:S:1:pos:R:3 method="wB97M-V/def2-TZVPD" spin_multiplicity=1 relative_energy_kcal_mol=145.5 max_force_ev_per_a=1.565 e_lumo_ha=-0.1770 charge=+1
C -0.79 2.27 2.24
C -0.42 3.73 1.99
O 0.73 4.03 1.83
O -1.47 4.65 1.97
C -1.68 5.05 0.61
C -2.58 4.07 -0.17
C -3.81 3.58 0.58
C -4.13 2.25 0.44
N -5.21 1.72 1.02
C -6.04 2.44 1.77
C -5.80 3.77 1.97
C -4.68 4.34 1.37
C -4.43 5.84 1.54
O -4.51 6.61 0.63
O -4.12 6.26 2.81
H -0.47 1.62 1.42
H -0.27 1.97 3.16
H -1.86 2.12 2.43
H -2.14 6.04 0.57
H -0.73 5.15 0.07
H -2.89 4.48 -1.15
H -1.98 3.18 -0.39
H -3.53 1.59 -0.18
H -5.40 0.74 0.85
H -6.92 1.97 2.20
H -6.51 4.35 2.57
H -4.81 5.92 3.40
C 1.48 -1.01 0.44
O 0.08 -1.20 0.60
C -0.60 -1.32 -0.64
C -0.91 -2.76 -0.97
O 0.27 -3.50 -1.21
C 0.66 -4.30 -0.10
H 1.95 -1.17 1.41
H 1.91 -1.72 -0.27
H 1.69 0.01 0.11
H -0.01 -0.85 -1.45
H -1.54 -0.76 -0.55
H -1.50 -2.79 -1.90
H -1.51 -3.22 -0.18
H 0.00 -5.17 -0.02
H 0.64 -3.74 0.83
H 1.67 -4.65 -0.28
C 4.13 -2.52 3.13
O 3.74 -3.21 1.95
C 4.78 -3.23 0.97
C 5.49 -4.56 0.94
O 6.22 -4.78 2.14
C 5.56 -5.66 3.03
H 3.39 -2.75 3.90
H 5.11 -2.84 3.49
H 4.13 -1.44 2.95
H 5.48 -2.41 1.14
H 4.30 -3.06 0.00
H 6.22 -4.55 0.12
H 4.79 -5.38 0.76
H 5.63 -6.69 2.67
H 4.51 -5.40 3.16
H 6.05 -5.60 4.00
C -5.20 4.30 -4.23
O -4.47 3.41 -3.39
C -5.18 2.22 -3.09
C -4.70 1.05 -3.93
O -5.02 1.23 -5.29
C -3.91 1.67 -6.07
H -4.51 5.06 -4.59
H -5.63 3.78 -5.09
H -5.99 4.78 -3.65
H -6.25 2.37 -3.20
H -4.98 2.00 -2.03
H -5.22 0.14 -3.59
H -3.62 0.89 -3.80
H -3.22 0.84 -6.23
H -3.38 2.50 -5.60
H -4.29 2.00 -7.03
C 7.78 -9.11 2.03
O 7.11 -9.31 3.27
C 6.04 -10.24 3.17
C 6.44 -11.60 3.71
O 7.43 -12.21 2.90
C 8.73 -12.10 3.46
H 8.70 -8.57 2.23
H 8.02 -10.06 1.55
H 7.15 -8.50 1.37
H 5.69 -10.32 2.13
H 5.22 -9.85 3.77
H 5.56 -12.25 3.68
H 6.77 -11.52 4.75
H 8.83 -12.79 4.31
H 8.95 -11.09 3.80
H 9.45 -12.38 2.70
C -3.85 7.23 -2.15
O -2.71 7.08 -2.99
C -2.69 8.02 -4.06
C -1.74 9.17 -3.76
O -2.20 9.96 -2.68
C -1.53 9.68 -1.46
H -3.68 6.64 -1.26
H -4.01 8.26 -1.86
H -4.74 6.84 -2.67
H -3.69 8.40 -4.27
H -2.33 7.49 -4.95
H -1.69 9.82 -4.64
H -0.73 8.79 -3.57
H -0.52 10.10 -1.48
H -1.47 8.60 -1.27
H -2.08 10.15 -0.65



20
Properties=species:S:1:pos:R:3 method="wB97M-V/def2-TZVPD" spin_multiplicity=1 relative_energy_kcal_mol=160.1 max_force_ev_per_a=6.417 e_lumo_ha="-0.0209 / -0.0671" charge=0
C 2.52 -1.78 0.30
C 2.23 -0.64 0.06
C 1.19 1.46 1.01
C 1.42 1.10 -1.45
C -3.36 -1.12 0.25
C 1.60 0.58 -0.13
N -0.63 -0.98 -0.06
O -1.77 1.08 0.55
S -1.88 -0.05 -0.39
H 2.79 -2.72 0.60
H 1.82 1.28 1.92
H 1.22 2.50 0.81
H 0.19 0.98 1.20
H 0.31 1.43 -1.48
H 1.93 2.03 -1.43
H 1.77 0.45 -2.17
H -4.13 -0.93 -0.34
H -3.48 -0.87 1.32
H -3.08 -2.25 0.30
H -0.67 -1.56 -0.85